1.
{"formula": "C17H26F9O8PS", "method": "wB97M-V/def2-TZVPD", "species": ["C", "H", "C", "O", "C", "O", "F", "C", "F", "C", "F", "H", "H", "O", "H", "C", "O", "O", "H", "O", "C", "H", "O", "H", "H", "H", "H", "H", "C", "C", "C", "F", "H", "H", "H", "H", "H", "F", "O", "P", "F", "H", "C", "H", "H", "C", "F", "H", "C", "H", "S", "F", "F", "C", "C", "H", "C", "C", "H", "H", "H", "H"], "xyz": [[2.9263, -2.6347, 3.4147], [0.2530, 2.6821, 0.3132], [1.5498, -2.9464, 2.8812], [0.7666, -3.6420, 3.4719], [1.4598, -2.3083, -0.7032], [1.4030, 4.3502, 3.4315], [-4.6884, -3.5052, 0.9032], [0.0010, 1.6246, 0.2189], [-2.3361, -1.0767, 3.2800], [1.1112, 0.0840, -1.5360], [-4.5202, -2.3705, 3.4186], [0.3933, -2.1780, -0.5279], [1.1517, 5.2387, 3.1626], [-3.3378, 0.7562, 0.5175], [1.4271, 0.7743, -2.3236], [-5.5491, -1.5637, -0.1004], [1.1930, -2.3551, 1.7117], [-1.6352, -0.8836, -0.2036], [-0.2742, 3.4067, 4.1611], [1.2698, 2.0575, -5.3407], [-5.2362, -2.3205, 1.2197], [1.6708, 3.9984, -5.9018], [3.4079, 1.7919, -5.8947], [3.0996, -1.5597, 3.3861], [-0.8059, 1.5660, -0.5092], [1.5069, 0.1127, 0.6143], [2.7575, -3.3178, 0.7284], [2.0890, 1.5059, -0.2606], [-2.8577, -1.4589, 2.0722], [1.5295, 3.0213, -6.3665], [2.8032, 2.4858, -6.9912], [-4.9066, -0.3924, 2.5903], [3.6877, -3.1606, 2.8399], [2.9657, -2.9962, 4.4382], [1.6676, 2.2672, 2.1798], [2.0614, -1.5052, -2.6350], [0.6939, 3.0716, -7.0588], [-2.3161, -2.6354, 1.7532], [2.5828, 0.7297, -4.0869], [-0.5416, 1.1244, 1.8892], [-6.4903, -2.2705, -0.7390], [1.6203, -3.2472, -1.2337], [1.9882, -1.1610, -1.6041], [3.4661, 3.2638, -7.3590], [-1.5785, 1.8033, 2.5604], [2.1768, -2.3986, 0.6451], [-6.0297, -0.3554, 0.1202], [0.0699, -0.1678, -1.7318], [2.4365, 1.4548, -5.0169], [-0.0213, -0.0865, 2.3676], [-2.2393, -0.1240, 0.8813], [-4.4835, -1.5210, -0.8805], [-6.4405, -2.5541, 1.8018], [0.2861, 3.4787, 3.2245], [-4.3873, -1.5999, 2.3046], [-0.3804, 3.9136, 2.4695], [0.7903, 2.1063, 2.8066], [1.2560, 0.8043, -0.1891], [3.0105, -0.9399, -1.2803], [2.8616, -1.5581, 0.7826], [2.6076, 1.7717, -7.7925], [1.0567, 1.5487, 3.7059]], "nbo_charge": [-0.744, 0.239, 0.801, -0.547, -0.441, -0.725, -0.290, -0.704, -0.333, -0.411, -0.303, 0.255, 0.471, -0.960, 0.235, 0.927, -0.544, -0.970, 0.172, -0.486, 0.550, 0.186, -0.486, 0.228, 0.263, 0.196, 0.182, 0.212, 0.402, -0.100, -0.100, -0.294, 0.236, 0.246, 0.236, 0.223, 0.207, -0.285, -0.582, 0.904, -0.310, 0.211, -0.388, 0.206, 0.014, -0.068, -0.288, 0.225, 0.974, 0.025, 1.669, -0.293, -0.301, -0.065, 0.582, 0.156, -0.784, -0.395, 0.187, 0.168, 0.188, 0.223], "smiles": "CC(=O)OCCCCCC[PH2](CCO)S(=O)(=O)C(F)(F)C(F)(F)C(F)(F)C(F)(F)F.O=C1OCCO1", "max_force_ev_per_a": 2.1, "homo_lumo_gap_ev": 9.11, "relative_energy_ev": 0.000}

---

2.
{"formula": "C72H42Br6O10", "method": "wB97M-V/def2-TZVPD", "species": ["H", "H", "C", "Br", "O", "C", "C", "O", "C", "O", "H", "C", "C", "C", "C", "H", "C", "O", "C", "H", "H", "C", "C", "H", "H", "Br", "C", "C", "C", "H", "H", "H", "C", "C", "H", "Br", "C", "H", "C", "H", "C", "O", "C", "Br", "C", "O", "C", "C", "C", "C", "H", "C", "H", "C", "C", "C", "H", "H", "H", "H", "H", "H", "C", "C", "H", "C", "H", "O", "C", "C", "H", "H", "C", "H", "C", "H", "H", "C", "H", "H", "C", "H", "H", "H", "H", "C", "C", "H", "C", "C", "Br", "C", "Br", "C", "C", "C", "C", "C", "C", "C", "C", "H", "C", "O", "C", "H", "C", "C", "C", "C", "C", "O", "H", "C", "C", "C", "C", "C", "O", "C", "C", "C", "C", "C", "H", "H", "C", "H", "C", "C"], "xyz": [[-5.7098, 4.8681, -1.8937], [5.5486, -6.3918, -4.6779], [0.8429, -3.2733, -3.5525], [2.8544, 0.6759, -1.1216], [-4.3933, 7.0437, -2.2602], [-4.5484, -4.5465, -1.4285], [4.2936, 0.7850, 5.1323], [4.3994, -2.5240, -1.5978], [2.5915, -4.8128, 0.6481], [-2.8290, -3.5025, -5.8739], [-2.8630, 0.4724, -1.0296], [-2.4635, 8.7214, -1.0170], [-3.1887, -1.0490, -5.5205], [-2.8147, -2.8628, -0.7221], [2.7929, 4.6192, 6.8471], [3.3965, -8.1249, -1.5526], [-1.7447, -7.6398, -0.3120], [3.7251, 3.9277, 8.9392], [-3.6364, 5.0793, -1.0783], [-3.1621, -9.0714, -0.8946], [4.6166, 1.6668, 8.8821], [-0.6974, 8.9007, 0.5641], [-2.4763, -1.5225, -0.6232], [-0.5757, -4.3079, -4.6694], [-5.8826, -2.3438, -2.1718], [2.8103, 5.4380, 0.0801], [3.2189, -2.4594, 0.9958], [3.5338, 3.6722, 7.7276], [3.8840, -7.2509, -1.9586], [-3.1799, 9.1973, -1.6703], [2.8005, -1.6121, 2.7902], [0.9547, 0.1503, -3.1148], [-1.4737, 5.1944, 0.1492], [-2.9123, -8.0219, -0.8432], [-4.8492, -2.0203, -6.5252], [-0.3182, 1.3849, -0.4511], [-0.5422, 7.5257, 0.5637], [-2.2907, 2.5586, 0.8498], [4.6046, 1.3178, 7.8601], [-5.2539, 0.0018, -1.8008], [-2.7873, 0.1369, -4.8756], [-5.6689, -4.8034, -1.7669], [-3.7673, -7.0276, -1.3434], [5.3177, 4.5168, 1.9603], [4.8931, -4.9784, -3.0464], [-0.7445, -3.5552, 0.2904], [-3.6549, 1.2189, -4.8053], [1.2520, 0.3395, 0.0789], [-3.3052, -0.5119, -1.0740], [-2.4313, -2.3811, -5.3605], [1.2883, -4.2313, -3.3283], [-2.3005, -5.2684, -0.3672], [1.7290, 4.9422, 3.7028], [2.0329, -4.9249, 2.0115], [2.6521, -6.0872, -0.1180], [1.8160, 5.1748, 4.7539], [-3.3975, 2.0742, -4.1982], [-4.3258, 1.5161, 0.4688], [1.5132, -5.8016, 2.3688], [0.6643, 7.0293, 4.7045], [0.8426, -0.6706, 0.0680], [-6.2884, -0.0093, -6.5324], [-2.7471, 4.4651, -0.1721], [-5.2458, 3.1398, -0.7360], [-1.0682, -8.3789, 0.0910], [1.2106, 6.3020, 5.2868], [0.2208, 7.0679, 1.1759], [2.0608, -7.0767, 0.2968], [-1.2089, -2.2783, -4.4120], [-3.0148, 3.1523, 0.3116], [-0.4735, -6.1753, 0.4825], [2.2157, -1.9524, -2.6323], [-1.8876, -3.8350, -0.2317], [2.3203, 5.9420, 8.4582], [4.6290, -7.3427, -3.1080], [-6.2021, 2.6415, -0.7956], [3.7457, -1.5764, 0.6652], [4.0342, 3.9279, 0.5791], [-1.4620, 10.5547, -0.4060], [-0.2139, 9.4705, 1.3438], [4.7898, -0.2148, 5.9847], [1.8589, -3.7396, 3.8124], [3.5870, 2.9797, 0.8774], [-1.5161, -1.1787, -0.2677], [-4.6953, -7.4035, -1.7484], [-1.3474, -6.3510, -0.1271], [-1.4390, 0.2127, -4.2015], [5.2780, -4.1573, -3.6329], [-2.4367, 7.3289, -0.9492], [-4.9057, 1.2378, -5.4786], [1.7589, 0.8390, 1.8895], [1.5340, 6.7101, 6.6046], [5.1083, 3.4480, -1.0483], [-4.9038, -2.1368, -1.7651], [1.2728, -2.0281, -3.1535], [0.5662, -0.8289, -3.3525], [4.0042, 2.3240, 7.1390], [3.8173, 2.0050, 5.6765], [2.2152, -3.7544, 2.7930], [3.1579, 3.0524, 4.8051], [-5.2856, 0.0474, -6.1356], [5.2577, -1.0804, 5.5397], [3.2010, -3.5827, 0.0892], [-1.0652, 1.2121, -3.6167], [2.8269, -2.5789, 2.3095], [4.2424, 0.5891, 4.0714], [3.8591, -3.5523, -1.2512], [-0.6751, -0.9798, -4.0642], [4.0819, -4.9067, -1.8535], [-1.3970, 6.7010, -0.2010], [-4.9123, 4.3916, -1.3429], [-0.5088, 4.6562, 0.6818], [1.2548, 7.6596, 7.0369], [-3.5213, 6.4904, -1.6036], [5.1056, -6.2377, -3.7051], [-4.4303, -1.1060, -6.1315], [2.2148, 5.7784, 7.3959], [-4.2483, 2.5373, 0.1256], [3.0839, 2.8852, 3.6088], [-3.5465, -5.5915, -1.0825], [5.0548, 0.1191, 7.3079], [-4.5478, -0.8014, -1.6504], [3.5718, -6.0522, -1.3171], [2.5259, 4.2874, 5.5171], [-5.5711, 2.0877, -5.4420], [4.7694, -8.3015, -3.5848], [-1.6121, 9.4890, -0.3154], [5.6703, -0.6072, 7.8178], [-4.0714, -3.1631, -1.2758], [-0.3374, -3.3448, -4.2426]], "mulliken_charge": [0.466, 0.401, -0.155, -0.034, -0.641, 0.525, -0.330, -0.698, 0.766, -0.690, 0.424, -0.671, 0.478, 0.380, 0.360, 0.459, -0.372, -0.691, 0.454, 0.422, 0.492, -0.675, -0.122, 0.446, 0.505, 0.029, -0.328, 0.520, -0.662, 0.456, 0.268, 0.873, 0.228, -0.610, 0.459, 0.429, -0.331, 1.268, -0.448, 0.434, 0.064, -0.625, -0.811, -0.064, -0.990, -0.610, -0.364, -0.120, -0.421, -0.087, 0.472, 0.023, 0.647, -0.710, 0.456, -0.485, 0.618, 0.768, 0.483, 0.390, 0.048, 0.393, 0.296, -0.647, 0.431, -0.583, 0.394, -0.757, 0.920, -0.719, 0.272, 0.354, 0.928, 0.455, -0.588, 0.547, 0.677, 0.276, 0.389, 0.402, -0.682, 0.427, -0.244, 0.010, 0.403, -0.447, 0.372, 0.405, 0.423, -0.886, -0.085, -0.561, -0.116, -1.103, -0.114, -1.080, 0.095, 0.488, -0.663, 0.182, -0.362, 0.395, 0.480, -0.753, -0.527, 0.592, 0.516, 0.288, 0.615, 0.550, -0.873, -0.643, 0.396, 0.218, -0.599, -0.773, -0.642, -1.225, -0.341, 0.584, -0.639, -0.642, 0.203, 0.137, 0.450, 0.388, -0.492, 0.364, 0.291, -0.988], "max_force_ev_per_a": 5.8, "homo_lumo_gap_ev": 8.19, "relative_energy_ev": 1.736}

---

3.
{"formula": "C12H6ClN2O4S3Se4Tc", "method": "wB97M-V/def2-TZVPD", "species": ["C", "Se", "H", "H", "C", "Se", "O", "H", "O", "Tc", "C", "N", "O", "C", "C", "O", "Se", "C", "S", "N", "C", "S", "H", "C", "S", "H", "Cl", "C", "C", "H", "C", "Se", "C"], "xyz": [[-1.0746, 1.1741, 1.5078], [4.1880, -2.1328, -0.7098], [-2.2010, -1.4854, -0.6334], [-0.4405, 2.3416, -1.3363], [-0.2816, 1.4310, 3.9296], [3.4869, 1.6256, 1.9267], [2.1709, -1.8235, 1.8389], [-2.7212, 0.4366, -4.4288], [1.6383, -1.1539, 3.9118], [2.1693, -1.6006, -0.1843], [0.3061, -3.0039, -1.9176], [-0.7326, 0.4189, 0.4380], [0.9126, 1.8695, 4.3187], [-0.3127, 0.7841, 2.5832], [0.4724, -0.2576, 2.0683], [-1.2718, 1.6051, 4.5866], [4.3162, 1.5171, -1.5017], [-2.5674, -0.6368, -2.5816], [0.8149, -3.4922, -0.3241], [0.2129, -0.4731, 0.7886], [-1.0558, 1.5265, -1.6945], [1.0679, -1.4592, -2.2210], [-3.1251, -1.4926, -2.9358], [1.5159, -1.1198, 2.7082], [-0.7350, -3.7841, -2.8998], [1.6007, 1.6783, 3.6458], [-2.2644, 2.3824, 1.4022], [-1.3045, 0.4417, -0.8719], [-1.5806, 1.5248, -2.9768], [-1.3860, 2.3600, -3.6367], [-2.3308, 0.4437, -3.4195], [2.5707, 0.9930, -0.0873], [-2.0579, -0.6389, -1.2932]], "lowdin_spin": [0.000, 0.039, 0.000, 0.001, 0.000, 0.062, 0.001, 0.000, 0.001, 0.009, 0.001, 0.001, 0.000, 0.000, -0.001, 0.000, 0.717, 0.000, 0.016, 0.000, 0.001, 0.004, 0.000, 0.000, 0.001, 0.000, 0.000, 0.000, 0.000, 0.000, 0.000, 0.147, 0.000], "total_charge": -1, "s_squared": 0.76, "max_force_ev_per_a": 1.0, "spin_multiplicity": 2, "homo_lumo_gap_ev": [5.68, 5.09], "relative_energy_ev": 1.582}